(1)
DFT (ωB97M-V/def2-TZVPD) results for C29H25ClN5O6Pt as an isolated structure.

Last column: natural (NBO) charge in e.
Geometry (Å):
Pt1 -0.47415 -0.71644 0.84248  1.101
Cl1 -1.44986 4.88820 -1.26454  0.132
O1 0.27215 0.18715 2.50307  -0.672
O2 1.12356 4.82586 -2.56367  -0.578
O3 2.67188 3.28554 -2.24080  -0.661
O4 2.74038 0.93033 -1.30974  -0.645
O5 1.40156 -0.56984 -0.36763  -0.757
O6 0.33404 0.44190 5.49351  -0.524
N1 -1.45967 2.32814 -0.36151  -0.207
N2 -1.91294 1.17364 4.10194  -0.418
N3 -1.28957 -1.71336 -0.71923  -0.495
N4 -2.13404 -3.26394 -1.96523  -0.491
N5 -0.61826 1.27408 -0.25284  -0.329
C1 -1.56205 -2.45859 4.24435  -0.138
C2 -3.83306 3.06466 -0.26945  -0.225
C3 -0.74440 -3.53908 3.98779  -0.231
C4 0.37665 3.92336 3.23457  -0.224
C5 -2.04731 -3.77460 0.49229  -0.654
C6 1.65885 0.57855 -0.83868  0.774
C7 1.54674 2.38461 4.68084  -0.290
C8 -0.05060 -0.98273 3.01079  0.263
C9 -4.37409 1.12439 1.62230  -0.227
C10 -1.25070 -1.27539 -2.03067  -0.068
C11 0.45795 2.91364 -1.35350  -0.259
C12 -5.11067 2.92784 0.25525  -0.191
C13 1.39446 0.15049 6.40523  -0.256
C14 -5.39665 1.96164 1.20362  -0.190
C15 -2.80369 2.23225 0.16204  0.202
C16 0.75266 -2.11852 2.72405  -0.218
C17 -2.11810 -0.10338 4.10875  0.255
C18 0.41928 1.57470 4.76154  0.397
C19 -0.74136 3.11756 3.30714  -0.185
C20 0.40889 -3.36660 3.22215  -0.176
C21 0.52379 1.60243 -0.83040  0.079
C22 -3.09320 1.26080 1.11236  -0.260
C23 -1.82245 -2.92209 -0.70249  0.398
C24 1.52605 3.54214 3.91593  -0.151
C25 1.45597 3.76139 -2.11085  0.781
C26 -0.71412 1.94311 4.04390  0.032
C27 -1.77993 -2.23673 -2.81771  -0.063
C28 -1.23320 -1.17563 3.78302  -0.215
C29 -0.81451 3.33691 -1.02235  0.173
H1 0.35530 4.83391 2.65194  0.236
H2 -3.08330 -4.11077 0.54503  0.242
H3 2.41811 4.15271 3.85651  0.235
H4 2.32347 -0.05732 5.87434  0.190
H5 -2.32291 0.59807 1.47249  0.209
H6 -4.57382 0.34137 2.34564  0.206
H7 -0.84317 -0.31895 -2.30326  0.242
H8 1.54226 0.97552 7.10276  0.195
H9 -3.14471 -0.37260 4.34605  0.220
H10 -6.39891 1.85338 1.59616  0.228
H11 1.05295 -4.21435 3.02425  0.239
H12 1.67671 -1.94584 2.18458  0.264
H13 2.75782 2.35883 -1.86395  0.505
H14 -3.67173 3.80586 -1.02753  0.243
H15 -1.93021 -2.28535 -3.88165  0.244
H16 2.44426 2.11464 5.21788  0.234
H17 -2.75266 1.73604 4.18400  0.433
H18 -1.82078 -3.20261 1.38965  0.238
H19 -1.39964 -4.65237 0.47271  0.246
H20 -5.89105 3.58640 -0.10241  0.233
H21 -2.46800 -2.58970 4.82690  0.226
H22 -2.54610 -4.13919 -2.24047  0.435
H23 1.08583 -0.73814 6.94519  0.210
H24 -1.00006 -4.51702 4.37348  0.239
H25 -1.64824 3.38359 2.77239  0.223

Atomic forces in eV per Å
Pt -0.269 -0.165 0.007
Cl -0.179 -0.055 0.118
O 0.007 -0.541 -0.446
O -0.093 0.012 0.054
O -0.094 0.109 -0.024
O -0.030 -0.004 -0.013
O 0.157 0.360 -0.165
O 0.017 -0.013 0.002
N -0.227 0.055 0.059
N 0.125 0.382 0.141
N 0.239 0.136 0.104
N -0.018 0.005 -0.124
N -0.067 0.059 -0.154
C -0.149 0.128 0.025
C 0.054 -0.098 -0.124
C 0.121 -0.062 -0.097
C 0.104 -0.019 -0.017
C 0.004 0.005 -0.059
C 0.009 -0.240 0.098
C 0.004 0.071 0.045
C 0.302 0.065 0.313
C -0.046 0.027 -0.038
C -0.003 -0.011 0.038
C 0.073 -0.052 -0.019
C -0.001 0.047 -0.026
C 0.015 0.010 -0.046
C 0.021 -0.039 0.016
C 0.059 0.064 -0.048
C 0.033 0.032 -0.185
C -0.190 -0.290 -0.117
C 0.183 0.070 0.267
C -0.211 0.014 -0.044
C -0.089 -0.069 0.056
C 0.084 -0.051 0.063
C 0.005 0.063 0.139
C -0.049 0.040 -0.137
C -0.028 -0.069 0.010
C 0.069 -0.031 -0.029
C -0.219 0.366 -0.038
C -0.063 -0.148 0.080
C -0.108 -0.096 0.145
C 0.040 0.026 0.118
H 0.006 -0.019 0.001
H 0.010 0.005 -0.013
H -0.038 -0.021 0.024
H 0.014 0.011 -0.048
H 0.100 0.004 -0.031
H -0.013 0.002 -0.016
H 0.001 -0.048 0.038
H -0.011 0.006 0.001
H 0.079 -0.057 0.006
H 0.019 0.009 0.001
H -0.007 0.029 -0.020
H 0.011 -0.042 0.006
H 0.079 -0.120 0.042
H 0.076 0.080 -0.111
H 0.001 -0.019 0.047
H -0.003 0.002 -0.022
H 0.042 0.056 0.065
H 0.004 0.021 0.044
H 0.002 0.013 0.007
H 0.015 -0.008 0.002
H 0.042 0.000 -0.019
H -0.020 -0.007 0.004
H -0.034 -0.015 0.023
H 0.012 0.032 0.002
H 0.024 -0.008 0.019

Output
**DFT total energy**: -2424.601150 hartree
**Lowest unoccupied orbital energy (spin up / spin down)**: -4.54 / -4.58 eV
**Highest occupied orbital energy (spin up / spin down)**: -0.399 / -0.402 Eh
**HOMO-LUMO gap (spin up / spin down)**: 6.308 / 6.362 eV
**Total charge**: +1


(2)
DFT (ωB97M-V/def2-TZVPD) results for a 2-piece molecular cluster, C29H25F4N2O2 overall.

Last column: natural (NBO) charge in e.
Geometry (Å):
F1 -3.70946 -2.29760 1.27113  -0.303
F2 4.58598 -2.19165 2.17348  -0.300
F3 2.94612 2.15128 1.15594  -0.299
F4 -3.10167 2.34218 2.15100  -0.302
O1 -1.82930 -2.68144 5.39823  -0.456
O2 0.84905 -0.45106 9.73924  -0.587
N1 -0.72991 -0.39972 8.03783  -0.426
N2 0.57841 -0.88641 6.28222  -0.617
C1 -2.65902 1.03939 2.25847  0.400
C2 2.55561 -1.45624 3.17576  -0.183
C3 -1.83034 -1.58034 2.52337  -0.186
C4 -1.48117 0.78785 2.96000  -0.191
C5 -0.82844 -0.88955 6.67031  0.088
C6 0.50836 -0.64347 8.57915  0.691
C7 1.47228 -0.53101 3.19053  -0.044
C8 -1.53502 -3.26614 7.52946  -0.279
C9 5.68169 -0.87038 5.07077  -0.233
C10 2.75711 -0.52566 7.45129  -0.424
C11 4.90836 -3.09755 5.62452  -0.209
C12 3.91088 -2.55081 6.44338  -0.234
C13 -1.03504 -0.55605 3.09013  -0.145
C14 3.79068 -1.15935 6.55857  -0.051
C15 1.37798 -1.18033 7.43942  -0.130
C16 -2.97410 -1.26745 1.81659  0.402
C17 -3.43565 0.04070 1.67199  -0.245
C18 -1.39938 -2.24005 6.61188  0.217
C19 5.78924 -2.25982 4.93516  -0.217
C20 3.82522 0.00485 1.68655  -0.206
C21 4.69566 -0.32946 5.88966  -0.164
C22 -2.29091 -3.96629 5.53303  0.284
C23 -2.12248 -4.36545 6.83019  -0.299
C24 3.64564 -1.20049 2.36268  0.404
C25 2.81256 0.95541 1.82903  0.400
C26 -2.81104 -4.59964 4.34096  -0.664
C27 1.66507 0.73760 2.58116  -0.206
C28 -1.87915 -0.07243 8.85462  -0.423
C29 0.21121 -1.00917 3.66999  0.135
H1 6.36992 -0.21290 4.53698  0.222
H2 -2.00842 -4.84360 3.62887  0.218
H3 0.19291 -2.08700 3.88035  0.241
H4 4.71669 0.18634 1.09390  0.278
H5 0.83586 -1.42923 5.46796  0.363
H6 0.89849 1.50510 2.64119  0.247
H7 -2.37025 -5.33407 7.25721  0.245
H8 3.23789 -3.20353 7.00526  0.216
H9 1.45584 -2.27754 7.57327  0.202
H10 -1.43623 -0.20908 6.05601  0.200
H11 4.99917 -4.18302 5.53404  0.225
H12 -2.28102 0.89954 8.54348  0.205
H13 -0.93703 1.61099 3.42529  0.241
H14 3.11255 -0.56294 8.49341  0.258
H15 2.63610 0.53147 7.17535  0.221
H16 -1.56884 -0.00698 9.90237  0.254
H17 -1.51589 -2.61943 2.62291  0.249
H18 4.60831 0.75113 6.02167  0.210
H19 -1.28406 -3.22687 8.58890  0.246
H20 -3.29571 -5.53895 4.62504  0.253
H21 -4.37255 0.25700 1.17230  0.278
H22 -2.67009 -0.82494 8.74887  0.208
H23 6.56067 -2.68785 4.29166  0.228
H24 2.47731 -2.39303 3.72698  0.260
H25 -3.54653 -3.96740 3.82692  0.233

Atomic forces in eV per Å
F 0.949 1.344 0.695
F -1.251 1.415 0.342
F -0.143 -1.596 1.006
F 0.663 -1.770 0.184
O -0.219 0.153 -0.298
O -0.411 -0.311 -1.414
N 0.364 -0.454 0.232
N 0.123 1.017 -1.093
C -0.080 1.176 0.217
C -0.422 -0.200 -0.193
C 0.344 -0.293 0.359
C -0.007 -0.130 -0.124
C 0.198 0.449 0.473
C 0.028 0.291 0.785
C 0.829 0.446 0.748
C 0.117 1.118 -0.385
C 0.042 -0.280 -0.018
C -0.159 0.025 0.329
C -0.097 0.104 0.085
C 0.253 0.178 -0.347
C -1.165 0.646 0.363
C 0.050 -0.132 -0.044
C 0.598 -0.249 0.765
C -0.779 -0.577 -0.565
C 0.403 -0.426 0.314
C -0.665 -2.307 1.222
C -0.065 0.071 0.052
C -0.353 -0.305 0.406
C -0.140 -0.134 -0.158
C 0.660 0.391 1.734
C 0.005 0.037 -0.494
C 1.015 -0.974 -0.213
C -0.345 1.233 -0.268
C -0.425 -0.700 -1.005
C 0.131 0.015 -0.523
C -0.340 0.316 -0.135
C 0.444 -0.298 -3.378
H -0.137 -0.192 0.182
H -0.194 0.015 0.078
H 0.006 0.435 0.471
H -0.202 -0.007 -0.005
H -0.231 -0.368 0.935
H 0.359 -0.158 -0.236
H -0.004 0.312 -0.240
H 0.264 0.133 -0.214
H 0.072 0.333 0.236
H 0.219 0.012 0.031
H 0.007 0.365 0.031
H -0.010 -0.151 0.139
H -0.357 -0.208 -0.127
H -0.123 0.078 -0.220
H 0.010 -0.225 0.164
H 0.041 -0.064 -0.303
H -0.270 0.253 -0.041
H 0.069 -0.271 -0.094
H -0.084 0.045 -0.396
H 0.060 0.167 -0.171
H 0.138 0.041 -0.022
H 0.194 0.068 0.043
H -0.251 0.131 0.227
H 0.168 0.114 -0.228
H 0.106 -0.147 0.103

Output
**DFT total energy**: -1779.217482 hartree
**Lowest unoccupied orbital energy**: -6.67 eV
**Highest occupied orbital energy**: -0.411 Eh
**HOMO-LUMO gap**: 4.527 eV
**Total charge**: +1